{"formula": "C36H73N7O8", "method": "ωB97M-V/def2-TZVPD", "e_lumo_ev": 0.17, "fmax_ha_per_bohr": 0.073, "total_charge": 0, "multiplicity": 1, "e_homo_ev": -10.1, "smiles": "CCCC#N.CCCC#N.CCCC#N.CCCC#N.CCCC#N.CCCC#N.CCCC#N.OCCO.OCCO.OCCO.OCCO", "symbols": ["O", "O", "O", "O", "O", "O", "O", "O", "N", "N", "N", "N", "N", "N", "N", "C", "C", "C", "C", "C", "C", "C", "C", "C", "C", "C", "C", "C", "C", "C", "C", "C", "C", "C", "C", "C", "C", "C", "C", "C", "C", "C", "C", "C", "C", "C", "C", "C", "C", "C", "C", "H", "H", "H", "H", "H", "H", "H", "H", "H", "H", "H", "H", "H", "H", "H", "H", "H", "H", "H", "H", "H", "H", "H", "H", "H", "H", "H", "H", "H", "H", "H", "H", "H", "H", "H", "H", "H", "H", "H", "H", "H", "H", "H", "H", "H", "H", "H", "H", "H", "H", "H", "H", "H", "H", "H", "H", "H", "H", "H", "H", "H", "H", "H", "H", "H", "H", "H", "H", "H", "H", "H", "H", "H"], "xyz": [[1.28108, -1.00809, 0.69058], [-3.02714, 0.38275, 1.27134], [5.91186, 1.45844, 0.96603], [-0.44283, -0.93102, 4.33867], [3.62548, 0.11366, -0.18892], [-4.76263, 1.53967, 3.14703], [1.64348, -2.67564, 5.42924], [-0.93321, 1.87963, 0.19466], [-1.61966, -2.12634, -3.29248], [-1.94545, 4.84277, -1.22805], [-1.24938, 1.44376, -2.86798], [5.46993, -1.12252, -3.13198], [-0.49885, -7.82690, -0.08279], [5.39733, -4.37907, 4.42280], [-0.69965, 8.91960, 4.01213], [4.51797, -1.88966, 2.27411], [0.07696, -0.33704, 0.38363], [-4.01050, 3.50443, -2.16401], [0.47096, -4.62369, 0.45222], [0.48844, -3.08440, 4.71187], [-5.14075, -1.22865, -2.69018], [0.62603, 4.89786, 1.73015], [0.11688, 0.92220, -6.20672], [-2.86274, 4.29917, -1.66461], [-0.81074, 0.32824, -5.16406], [-4.58310, -1.42313, -1.27045], [2.14779, -2.02309, -2.45801], [4.49631, -1.75045, -3.17048], [4.78964, 2.16784, 0.44400], [0.35115, -7.06064, 0.02703], [-4.56897, 2.63866, -1.08645], [3.38641, -2.59433, -3.22659], [-2.30897, -1.78256, -2.40996], [0.23514, -1.99622, 3.65836], [-1.04288, 1.01021, -3.91652], [0.52963, 6.25863, 2.34615], [-5.40987, 3.44223, 0.01070], [-3.02257, -1.16649, -1.29128], [0.22529, 1.16658, 0.60241], [5.14994, -3.31559, 4.13073], [-0.66363, 7.80904, 3.80740], [4.65655, -2.00426, 3.74169], [3.80330, -3.09145, 1.62272], [-0.51916, 6.39589, 3.47560], [-4.16637, 0.21989, 3.31068], [1.63658, -0.71359, -3.00025], [1.24082, -5.88626, 0.16808], [4.08362, 1.33451, -0.64879], [-0.41869, 2.28496, -6.71801], [-2.83669, 0.15892, 2.66434], [-0.57203, -4.20150, -0.56296], [0.23408, -0.68302, 4.96968], [-0.13112, -0.52700, -0.64475], [-1.74257, 0.20922, -5.67457], [-4.79156, -2.48511, -1.02007], [-1.51857, 2.18874, -6.70005], [-4.08655, 0.12687, 4.35030], [3.60552, -3.55754, -2.79463], [-0.15760, 5.86067, 4.33035], [-1.50344, 6.00103, 3.19709], [-1.39849, -4.91051, -0.61458], [-5.26516, 1.89246, -1.44682], [5.51454, -1.65315, 1.86964], [2.25317, 0.05144, -2.61167], [1.09072, 1.60542, 0.02970], [1.41560, 4.88704, 0.96447], [-1.05496, -3.24306, -0.28412], [-0.13199, 3.13938, -6.11663], [1.47818, 6.54928, 2.75926], [-6.18715, -0.85800, -2.68927], [0.38268, 7.03342, 1.58355], [-2.40888, -0.82379, 2.87446], [3.25838, 1.93015, -1.07259], [-4.82784, -0.51244, 2.88037], [1.15758, -3.75785, 0.53437], [4.33808, -0.49815, 0.03093], [2.85976, -3.28969, 2.09363], [-0.26275, 4.60930, 1.18536], [0.07801, 0.22486, -7.04701], [2.43227, -1.81953, -1.42021], [-5.12109, -2.19482, -3.20401], [-0.07850, 2.52601, -7.73253], [-0.96447, 1.96445, -0.76948], [-0.05711, -4.70195, 1.41557], [1.50831, -3.06507, 6.30908], [0.62649, -0.57230, -2.68851], [1.84036, -6.03949, 1.07173], [-4.75472, 3.90854, 0.74713], [4.09433, 2.31497, 1.31002], [3.90442, -1.00518, 2.12155], [0.33392, 1.39903, 1.67274], [-2.18794, 0.94034, 3.04486], [-0.40991, -2.36094, 2.85899], [-0.70932, -0.81567, 1.00877], [-3.70820, 2.93795, -3.09115], [-5.94225, 4.21009, -0.60410], [4.51383, -3.95804, 1.61854], [-4.87368, 1.83104, 2.22833], [-0.15861, -4.10249, -1.58010], [0.85287, 4.10107, 2.50330], [1.44436, -2.82266, -2.44597], [5.35318, -1.30430, 4.12972], [1.16231, -1.65666, 3.24069], [-4.66215, -0.49981, -3.36594], [5.07426, 3.13873, 0.04467], [-2.33683, 0.97654, 0.90437], [1.66741, -0.68311, -4.10888], [1.97094, -0.51461, 0.23870], [3.57477, -2.90639, 0.56048], [3.66490, -1.89187, 4.19729], [-0.43952, -3.10997, 5.32921], [4.83357, 1.19333, -1.45531], [-4.82488, 4.13988, -2.54615], [-2.47074, -1.42613, -0.41227], [-2.98597, -0.06816, -1.49944], [-0.55205, -0.69364, -4.90279], [-3.77240, 2.08457, -0.62485], [-6.07193, 2.77086, 0.57584], [0.57187, -4.11451, 4.26552], [1.96639, -5.88471, -0.64120], [1.14809, 0.89230, -5.85735], [3.12787, -2.72286, -4.30589], [5.96863, 1.64266, 1.88824], [-4.99285, -0.72439, -0.55830]], "forces_ev_per_a": [[-0.1, -0.2, 0.5], [0.0, -0.1, -0.4], [-0.1, -0.3, -1.4], [0.5, -0.1, -0.6], [-0.9, -0.9, 0.3], [0.0, -0.1, 0.3], [-0.6, -0.6, 0.9], [-0.5, 0.0, 0.1], [-1.6, 0.5, 1.9], [-0.4, -0.2, -0.2], [0.1, 0.0, -0.5], [-1.2, -0.4, 0.0], [0.3, -0.1, 0.0], [0.8, -2.2, 0.6], [-0.2, 2.4, 0.5], [-0.3, 0.5, -1.5], [0.2, -0.3, 0.9], [0.1, 0.4, -1.7], [-0.5, 1.7, -0.1], [-0.9, -0.5, -1.3], [-1.0, 0.3, -0.4], [0.6, -1.2, 0.2], [0.1, 0.5, -0.4], [-0.1, -0.1, -0.2], [0.1, -0.7, -0.5], [1.4, -0.8, -1.0], [1.4, 0.0, 0.0], [3.3, 1.7, 0.2], [-1.2, -0.5, 1.0], [-0.3, 0.6, -0.1], [-1.2, -0.2, 2.0], [-2.8, -0.5, -0.5], [1.6, -0.4, -2.0], [-1.0, -0.9, 0.9], [-0.1, 0.5, 1.0], [-0.3, 0.8, -0.1], [1.0, -0.3, -1.5], [-1.5, 0.8, -1.1], [0.1, 0.6, -0.1], [-0.9, 1.5, -0.3], [0.2, -2.2, -0.3], [-0.6, -1.0, 1.0], [1.8, 0.0, -0.9], [0.0, 0.2, -1.0], [-0.9, 2.2, -1.5], [0.0, -1.0, -1.3], [0.4, -1.1, 1.0], [1.9, 1.5, -0.4], [0.1, -0.5, 0.0], [0.3, 0.2, -0.7], [-0.6, 0.1, -0.6], [-0.1, 0.6, 0.5], [-0.7, 0.0, -1.0], [-1.0, 0.0, 0.0], [0.0, 0.8, 0.4], [0.4, 0.4, -0.3], [0.1, -0.5, 1.5], [0.3, -0.4, 0.0], [0.0, -0.3, 0.6], [0.2, 0.0, 0.0], [0.1, -0.2, -0.1], [-0.1, -0.1, -0.7], [-0.3, -0.4, -0.4], [0.6, 1.1, 0.2], [-0.4, -0.7, 0.6], [0.0, -0.1, 0.4], [0.5, -0.3, -0.1], [0.0, 0.0, 0.4], [0.6, 0.0, 0.4], [0.4, -0.5, 0.2], [-0.4, -0.3, 0.0], [0.3, 0.0, -0.2], [0.1, -0.4, 0.3], [-0.3, -0.6, -0.1], [0.0, -0.6, 0.2], [0.2, 0.4, -0.1], [-0.3, -0.3, 0.5], [-0.4, -0.1, 0.1], [0.0, 0.0, 0.1], [0.0, -0.4, -0.1], [-0.1, 0.2, -0.1], [-0.2, -0.3, 0.2], [0.0, -0.1, -0.1], [0.4, -0.2, -0.1], [0.6, 0.3, -0.2], [-0.7, 0.3, 0.2], [0.1, -0.3, -0.1], [0.0, 0.3, -0.2], [0.2, 0.1, -0.8], [0.0, 0.2, -0.2], [0.2, -0.2, -0.3], [0.2, 0.0, 0.4], [0.0, 0.0, 0.0], [0.3, 0.7, -0.3], [0.1, 0.3, 1.1], [0.0, -0.5, 1.1], [-0.9, 0.4, 0.3], [0.4, -0.8, 0.2], [-0.2, 0.0, 0.4], [-0.2, 0.8, -0.8], [-0.9, -0.4, -0.1], [0.4, 1.0, 0.4], [0.6, 0.2, -0.4], [0.5, -0.2, 0.6], [0.1, 0.1, -0.1], [-0.2, -0.2, 0.3], [0.0, 0.0, 0.5], [0.7, 0.0, 0.0], [0.1, 0.2, 0.3], [0.3, 0.0, 0.3], [0.7, 0.1, -0.1], [-0.4, 0.0, 0.2], [0.4, 0.3, 0.2], [-0.1, 0.1, 0.8], [0.6, -0.7, 0.4], [0.3, -0.1, 0.1], [0.4, -0.3, 0.4], [-0.1, 0.3, -0.5], [0.4, 0.8, 0.3], [-0.2, 0.4, -0.3], [0.1, 0.5, 0.0], [0.1, -0.1, 0.7], [0.2, 0.2, 0.9], [-0.2, 0.0, 0.3]]}

***

{"formula": "C36H75B2N3O10PS", "method": "ωB97M-V/def2-TZVPD", "e_lumo_ev": -2.80, "fmax_ha_per_bohr": 0.056, "total_charge": 1, "multiplicity": 1, "e_homo_ev": -10.1, "symbols": ["S", "P", "O", "O", "O", "O", "O", "O", "O", "O", "O", "O", "N", "N", "N", "C", "C", "C", "C", "C", "C", "C", "C", "C", "C", "C", "C", "C", "C", "C", "C", "C", "C", "C", "C", "C", "C", "C", "C", "C", "C", "C", "C", "C", "C", "C", "C", "C", "C", "C", "C", "B", "B", "H", "H", "H", "H", "H", "H", "H", "H", "H", "H", "H", "H", "H", "H", "H", "H", "H", "H", "H", "H", "H", "H", "H", "H", "H", "H", "H", "H", "H", "H", "H", "H", "H", "H", "H", "H", "H", "H", "H", "H", "H", "H", "H", "H", "H", "H", "H", "H", "H", "H", "H", "H", "H", "H", "H", "H", "H", "H", "H", "H", "H", "H", "H", "H", "H", "H", "H", "H", "H", "H", "H", "H", "H", "H", "H"], "xyz": [[-0.15051, -3.03432, -1.09126], [-3.05222, -0.07603, -0.50367], [-3.79377, 0.97673, 0.58679], [4.04249, -1.10738, -0.87778], [-2.27524, -1.21404, 0.40734], [1.58533, 3.11570, -2.55636], [1.85707, 0.58643, -3.96487], [3.16318, 8.74565, -6.00699], [1.32326, 6.26145, -2.74032], [-4.16944, -0.64161, -1.31053], [-3.31538, -5.64863, 3.49654], [-3.35766, -7.79024, 7.45542], [-2.68743, -8.55438, 4.62518], [0.39137, 8.41185, -4.89072], [2.79290, -0.52082, -0.76014], [-1.74128, -8.32923, 5.71698], [-3.20034, -1.75193, 1.41594], [1.20745, -1.15750, 4.31611], [-3.03124, -3.31672, 1.55808], [-2.34237, -8.71182, 7.06577], [0.31538, -0.18885, 3.73174], [-2.84731, 1.53969, 1.52029], [-0.26759, 7.93399, -3.67605], [1.52469, -2.48802, -1.64003], [2.65909, -1.06198, 4.17405], [-4.67275, -8.31358, 7.37669], [0.88608, 0.88890, 2.94402], [1.70897, -0.91919, -1.75229], [0.53878, 0.02313, -1.21458], [-2.12153, -6.40032, 3.33429], [3.71308, 1.45378, 0.66684], [2.51646, 6.41163, -3.50039], [3.17037, 0.03329, 3.37734], [-0.68251, 0.24058, -2.16348], [0.60645, 7.47013, -2.50574], [1.28434, 1.32997, -0.59563], [0.20642, 3.90408, -0.53365], [2.93412, 2.15829, 1.83326], [-1.91366, 0.98051, -1.51441], [4.86075, -0.67832, -3.91133], [2.93086, 7.85142, -7.08161], [-2.31218, -7.92118, 3.36126], [3.44861, -1.42562, -3.97508], [-3.75740, -5.51453, 4.83767], [2.81290, 0.95424, -0.52355], [-3.48577, 1.36472, 2.97674], [2.18751, 9.77983, -5.89174], [-2.43578, -3.63198, -2.67713], [2.31057, 1.02905, 2.71916], [1.28542, 9.55103, -4.68358], [-0.87926, -3.84030, -2.58796], [1.06558, 2.75878, -1.31567], [2.30338, -0.55352, -3.24456], [-0.57979, -4.91838, -2.68669], [2.71860, 8.38889, -8.00967], [0.04826, -0.37906, -0.27850], [-0.42184, -3.32575, -3.48155], [-4.03091, -3.81286, 1.48811], [-3.59369, -8.19684, 4.89975], [4.26934, 0.16882, 3.22633], [-1.75207, -6.14364, 2.33601], [1.93579, 9.40146, -3.81639], [1.36996, 4.04789, -2.74785], [3.67214, 2.70127, 2.48823], [2.10780, 7.16472, -6.85893], [-0.79093, -0.22398, 3.82733], [-1.64988, 1.88252, -0.90447], [-2.92056, -4.32177, -3.41554], [-1.39904, -8.39954, 2.99250], [-0.89435, 7.08823, -3.97775], [2.74121, 10.70817, -5.72579], [4.28090, 0.56424, 1.05766], [-4.25748, -1.47795, 1.19036], [-4.38829, 0.70303, 2.88305], [-2.88059, -1.28457, 2.38883], [-2.37513, -3.65104, 0.71954], [-1.55253, -8.63569, 7.81880], [2.29909, 6.32387, -4.56623], [-2.92643, -5.43727, 5.54393], [-2.61706, -2.57597, -3.01514], [4.20058, -1.58656, -0.03903], [-4.35304, -4.60237, 4.90701], [2.59960, 1.21956, -3.90049], [-2.53539, 1.36531, -2.36865], [-3.84750, 2.36914, 3.30906], [3.18814, 5.59027, -3.24177], [4.50596, 2.15861, 0.29497], [3.23640, 1.52076, -1.39829], [-2.70187, -9.74490, 7.06947], [-1.83744, 1.04149, 1.48286], [4.77210, 0.38678, -3.56861], [-0.84423, -8.93046, 5.53996], [0.76735, 4.87260, -0.61451], [0.68424, 10.44809, -4.50894], [1.72198, -3.02918, -2.60449], [-2.58598, -3.50627, 2.56539], [1.60824, 9.90230, -6.81137], [3.02794, 7.35284, -3.28839], [3.18527, -1.50894, -5.06235], [-4.41280, -6.34539, 5.10514], [-1.44148, -7.27870, 5.78133], [0.73461, 1.47713, 0.37274], [5.49529, -1.20630, -3.15290], [-2.90062, -3.80442, -1.66863], [-1.03869, -0.78467, -2.46528], [3.83368, 7.25857, -7.22530], [-5.33695, -7.63159, 7.90640], [0.80684, -2.01113, 4.90588], [1.27974, 8.25250, -2.14057], [5.41756, -0.72392, -4.87636], [2.39488, -0.88069, 0.12798], [3.36485, -1.78074, 4.64301], [2.24992, -2.94351, -0.90598], [-0.94834, 8.71390, -3.32164], [-2.76061, 0.89909, 3.68332], [3.59257, -2.42805, -3.49710], [2.19732, 2.92141, 1.49241], [-3.10301, -8.16838, 2.64589], [-0.44493, 0.77082, -3.11920], [-5.01455, -8.37969, 6.33916], [-4.73968, -9.29786, 7.84816], [0.22151, 1.64313, 2.45161], [0.92453, 7.64581, -5.28250], [-0.84711, 3.97763, -0.89704], [-1.34956, -6.05574, 4.03274], [-0.06807, 7.24928, -1.67280], [-2.66635, 2.63474, 1.38353], [0.21432, 3.63607, 0.56186]], "forces_ev_per_a": [[0.0, -0.3, -0.4], [-2.8, -0.1, 0.0], [2.6, -0.7, -1.1], [0.6, -0.4, -0.2], [-1.0, 1.8, -0.7], [-0.1, -0.5, 1.3], [0.9, -1.0, 1.8], [-0.2, -0.1, -0.3], [0.2, -0.1, 0.0], [1.5, 0.3, 0.5], [0.2, -0.1, 0.3], [-0.2, -0.3, -0.1], [0.1, 0.3, 0.1], [0.2, 0.0, 0.2], [-1.0, -0.1, 2.3], [-0.4, -0.2, 0.0], [0.1, -0.8, 1.2], [0.7, 0.5, -0.3], [-0.2, 1.2, -0.2], [0.5, 0.4, 0.0], [2.1, 0.4, -0.6], [-0.2, 0.1, 2.0], [0.1, -0.2, -0.3], [-0.3, -0.7, 0.0], [-1.5, 1.9, -1.3], [0.1, 0.2, 0.1], [0.9, -0.5, 0.1], [-0.5, 0.0, -0.7], [-0.1, 0.4, 0.7], [0.0, -0.1, -0.4], [0.2, 0.0, 0.2], [0.0, -0.2, 0.0], [-1.0, 0.3, -0.3], [-0.2, -0.3, -0.5], [-0.5, 0.0, 0.2], [-0.7, -0.2, -0.3], [1.0, -0.6, 0.6], [0.5, -1.2, 1.0], [0.6, 0.0, 0.2], [0.1, -0.3, 0.6], [0.2, 0.0, 0.2], [-0.3, -0.1, 0.1], [0.4, 0.2, 0.4], [-0.2, 0.1, -0.2], [-0.3, 2.6, -0.8], [-0.1, 0.2, -1.0], [0.1, 0.2, 0.5], [0.4, 0.3, 0.4], [-1.1, -1.5, 1.4], [-0.1, -0.2, -0.4], [0.1, -0.1, -1.5], [-0.7, 1.3, -0.7], [0.3, 0.5, -1.6], [-0.3, 1.0, 0.5], [-0.1, 0.0, 0.0], [0.8, -0.4, -1.0], [-0.4, -0.5, 0.8], [1.0, 0.3, 0.1], [0.1, -0.1, 0.0], [-1.0, -0.3, 0.4], [-0.1, 0.0, 0.0], [0.1, 0.2, 0.1], [0.0, -0.2, 0.0], [-0.6, -0.5, -0.8], [-0.1, 0.0, -0.2], [1.0, -0.2, 0.1], [0.1, -0.8, -0.5], [0.6, 0.5, 0.7], [0.1, 0.1, 0.0], [0.0, 0.0, 0.1], [0.0, 0.0, 0.0], [-0.5, 1.0, -0.2], [0.9, -0.1, 0.0], [0.9, 0.6, 0.1], [-0.5, -0.3, -1.0], [-0.4, 0.0, 0.8], [0.0, 0.0, 0.0], [0.2, 0.2, 0.0], [0.0, -0.1, 0.0], [-0.1, -1.0, 0.6], [0.0, 0.2, -0.5], [0.1, 0.0, -0.1], [-0.6, 0.1, -0.6], [0.2, -0.6, 1.0], [0.4, -1.0, 0.1], [0.0, 0.0, 0.1], [-0.9, -0.7, 0.0], [-0.1, -1.4, 0.2], [-0.1, 0.1, -0.1], [-0.9, 0.2, -0.1], [0.2, -0.8, -0.5], [0.0, 0.0, 0.0], [-0.8, -0.6, -0.1], [0.0, 0.0, 0.0], [-0.1, 0.8, 0.9], [-0.3, -0.2, -1.1], [0.0, -0.2, 0.0], [-0.1, 0.0, -0.1], [0.0, -0.2, 1.0], [0.1, 0.0, 0.2], [0.2, 0.0, 0.1], [1.2, -0.3, -0.6], [-0.5, 0.6, -0.6], [0.3, 0.3, -1.0], [0.3, 0.9, 0.2], [0.0, 0.1, 0.1], [0.1, 0.0, 0.0], [0.2, 0.8, -0.5], [0.1, -0.1, -0.2], [-0.6, 0.2, 0.7], [0.1, 0.2, -0.2], [-0.8, 0.6, -0.4], [-0.6, 0.6, -0.7], [0.1, 0.0, 0.1], [-0.6, 0.6, -0.3], [-0.2, 0.7, -0.8], [0.4, -0.8, 0.2], [0.1, 0.1, 0.0], [0.2, -0.4, 0.9], [-0.1, -0.2, 0.0], [0.0, 0.0, -0.1], [0.5, -0.7, 0.7], [-0.1, 0.1, -0.1], [0.8, 0.2, 0.3], [-0.1, 0.0, 0.2], [0.0, -0.1, 0.0], [-0.3, -0.8, -0.5], [-0.4, 0.4, -0.9]]}